Entry 1:
# C48H83F6NO28Y

C48H83F6NO28Y as an isolated structure (wB97M-V/def2-TZVPD, OMol25).

Element x y z (Å)
Y -19.47 8.36 17.68
C -24.26 8.97 16.82
O -23.78 9.43 15.51
O -23.09 8.55 17.48
C -25.29 9.99 17.50
F -26.49 9.87 16.90
F -25.48 9.71 18.79
F -24.96 11.30 17.49
C -24.71 9.79 14.57
C -24.08 9.84 13.19
H -23.75 8.82 12.98
H -24.72 10.12 12.36
H -23.18 10.46 13.20
H -24.98 10.82 14.82
H -25.57 9.12 14.55
H -24.82 8.05 16.68
C -18.11 8.75 12.88
O -17.61 7.46 12.94
O -18.40 9.06 14.25
C -17.23 9.72 11.95
F -17.67 10.95 11.85
F -15.92 9.85 12.24
F -17.20 9.25 10.73
C -17.66 6.59 11.76
C -17.02 5.25 12.09
H -17.20 4.47 11.36
H -15.94 5.35 12.22
H -17.33 4.91 13.08
H -17.04 6.95 10.94
H -18.67 6.41 11.39
H -19.05 8.62 12.35
O -13.64 6.06 7.47
C -14.00 6.44 6.37
O -13.55 5.96 5.14
C -12.65 4.88 5.10
C -12.51 4.29 3.68
C -14.94 7.58 6.19
H -12.90 4.02 5.73
H -11.63 5.13 5.40
H -13.44 4.05 3.17
H -12.04 3.31 3.77
H -11.97 4.90 2.97
H -15.24 7.95 7.17
H -15.83 7.28 5.63
H -14.47 8.42 5.69
O -16.40 10.32 18.32
C -15.31 10.59 18.77
O -14.27 11.15 18.04
C -14.44 11.38 16.67
C -14.80 12.90 16.55
C -14.91 10.27 20.23
H -15.27 10.81 16.26
H -13.56 11.03 16.12
H -15.01 13.18 15.52
H -13.98 13.55 16.85
H -15.72 13.07 17.11
H -15.81 10.22 20.84
H -14.44 11.17 20.63
H -14.38 9.37 20.54
O -20.50 4.98 16.31
C -21.11 4.04 15.87
O -21.44 2.96 16.49
C -20.92 2.67 17.82
C -21.21 1.23 18.22
C -21.82 4.13 14.53
H -21.39 3.39 18.49
H -19.85 2.88 17.83
H -20.95 0.96 19.24
H -20.77 0.46 17.58
H -22.28 1.03 18.16
H -21.96 5.17 14.24
H -22.72 3.56 14.35
H -21.08 3.68 13.86
O -13.39 0.67 13.60
C -12.13 0.85 13.62
O -11.30 0.32 14.48
C -11.82 -0.61 15.43
C -10.70 -1.21 16.19
C -11.52 1.90 12.73
H -12.27 -1.40 14.84
H -12.64 -0.19 16.01
H -10.21 -0.40 16.73
H -9.95 -1.72 15.60
H -11.02 -1.91 16.97
H -10.43 1.88 12.79
H -11.87 2.88 13.05
H -11.89 1.78 11.71
O -21.87 8.22 8.50
C -21.31 7.91 7.41
O -21.25 6.72 6.91
C -21.66 5.60 7.64
C -20.84 4.34 7.24
C -20.77 9.03 6.58
H -22.73 5.47 7.47
H -21.50 5.74 8.71
H -20.69 3.61 8.03
H -19.84 4.56 6.86
H -21.44 3.94 6.43
H -20.89 8.71 5.55
H -19.74 9.27 6.84
H -21.34 9.91 6.85
O -20.39 11.85 18.16
C -20.96 12.91 18.40
O -20.93 14.03 17.71
C -20.14 14.08 16.53
C -20.86 13.72 15.25
C -21.70 13.10 19.78
H -19.25 13.46 16.62
H -19.75 15.09 16.57
H -21.62 14.39 14.85
H -21.26 12.71 15.31
H -20.13 13.63 14.45
H -21.06 13.81 20.30
H -21.88 12.17 20.32
H -22.74 13.42 19.69
C -12.11 6.37 17.67
C -12.41 4.94 17.09
C -13.59 5.02 16.12
C -14.83 5.62 16.70
N -15.76 6.11 17.15
H -11.41 6.18 18.49
H -13.01 6.81 18.10
H -11.58 7.04 16.99
H -12.64 4.21 17.87
H -11.54 4.54 16.58
H -13.77 4.00 15.77
H -13.39 5.59 15.21
C -22.31 -2.38 10.67
C -21.09 -3.11 11.16
O -20.09 -2.13 11.06
C -20.62 -0.90 11.13
O -20.05 0.16 11.17
O -21.95 -1.05 10.92
H -23.20 -2.61 11.26
H -22.52 -2.53 9.61
H -20.86 -3.98 10.54
H -21.17 -3.51 12.17
C -10.86 8.69 12.43
C -10.34 8.07 11.14
O -9.09 8.74 10.88
C -8.91 9.67 11.78
O -7.92 10.36 11.81
O -9.91 9.71 12.70
H -10.83 7.85 13.11
H -11.86 9.11 12.32
H -11.09 8.18 10.36
H -10.26 6.98 11.17
C -13.57 13.35 9.27
C -14.69 13.57 8.28
O -14.22 12.91 7.13
C -12.94 12.48 7.29
O -12.25 12.04 6.39
O -12.56 12.65 8.54
H -13.94 12.87 10.17
H -13.21 14.33 9.56
H -14.79 14.65 8.14
H -15.61 13.13 8.66
C -14.68 0.98 8.10
C -15.50 -0.18 8.51
O -14.54 -1.00 9.14
C -13.32 -0.72 8.66
O -12.34 -1.44 8.81
O -13.33 0.51 8.04
H -14.78 1.77 8.84
H -14.97 1.48 7.17
H -15.88 -0.71 7.64
H -16.42 -0.01 9.06

As for the total charge: +1. Its gap between HOMO and LUMO is 3.89 eV. Its energy is -4677.16699 Ha. The HOMO energy comes out at -10.737 eV.

Entry 2:
# C48H84FN2O11P3S2

A 8-piece molecular cluster, C48H84FN2O11P3S2 overall (wB97M-V/def2-TZVPD, OMol25).

Element x y z (Å)
C 5.20 -4.08 3.01
C 3.99 -4.42 1.96
C 4.32 -3.96 0.39
C 3.30 -2.72 0.05
C 3.85 -1.73 -1.18
C 2.86 -0.42 -1.17
C 1.51 -0.51 -2.15
P 1.09 -2.05 -3.24
N 0.45 -3.29 -2.37
C 0.40 0.74 -2.21
P -1.15 0.72 -3.32
O -2.10 -0.67 -2.86
O -0.78 0.58 -5.01
C 0.73 2.05 -1.23
C 2.10 2.13 -0.27
C 3.22 0.88 -0.24
P 4.75 1.11 0.87
C 6.06 2.26 0.11
C 5.46 -0.52 1.55
C 2.27 3.51 0.64
O 3.42 4.15 0.87
C 0.82 4.10 1.24
C 0.74 4.74 2.79
C 0.60 6.37 2.81
F 1.85 4.22 3.67
C -0.41 4.05 0.36
C -1.88 4.63 0.83
C -2.64 3.44 1.66
C -3.20 2.23 0.68
S -4.77 1.58 1.48
C -4.93 -0.30 1.24
S -5.33 -1.18 2.66
N -4.72 -0.90 -0.13
C -5.80 -0.26 -1.00
C -5.17 0.96 -1.94
C -4.94 -2.40 -0.16
C -3.63 -3.27 0.42
C -0.31 3.36 -1.16
O -0.98 3.85 -2.21
H 5.15 -4.90 3.87
H 5.11 -3.04 3.54
H 6.21 -4.26 2.45
H 3.68 -5.55 2.05
H 3.04 -3.80 2.32
H 5.45 -3.74 0.21
H 3.94 -4.88 -0.27
H 2.31 -3.21 -0.39
H 2.96 -2.09 0.97
H 4.99 -1.46 -1.06
H 3.76 -2.39 -2.16
H 2.31 -2.42 -3.93
H 0.10 -1.77 -4.27
H 0.38 -2.98 -1.37
H -3.06 -0.51 -3.17
H -0.19 1.31 -5.34
H 6.12 3.24 0.78
H 7.13 1.77 0.07
H 5.70 2.60 -0.98
H 4.67 -1.24 2.04
H 6.21 -0.22 2.43
H 6.15 -1.06 0.74
H -0.26 4.31 3.28
H 1.40 6.79 3.59
H 0.80 6.88 1.77
H -0.45 6.71 3.24
H -1.75 5.56 1.55
H -2.46 5.01 -0.13
H -1.82 2.95 2.36
H -3.55 3.89 2.25
H -2.41 1.35 0.56
H -3.39 2.67 -0.39
H -6.31 -1.00 -1.75
H -6.61 0.22 -0.29
H -3.99 0.95 -1.73
H -5.33 0.79 -3.09
H -5.67 1.96 -1.55
H -5.00 -2.70 -1.31
H -5.95 -2.76 0.32
H -2.99 -3.73 -0.46
H -4.07 -4.12 1.10
H -3.02 -2.53 1.10
C 5.02 -4.88 7.00
C 4.27 -6.07 6.46
C 3.58 -6.97 7.45
O 4.23 -6.31 5.25
H 5.46 -4.33 6.17
H 4.32 -4.22 7.53
H 5.81 -5.21 7.67
H 2.83 -6.40 8.00
H 4.31 -7.39 8.14
H 3.08 -7.79 6.92
C -9.08 2.71 -2.86
C -8.99 1.30 -3.38
C -10.23 0.71 -3.99
O -7.94 0.66 -3.31
H -8.11 3.01 -2.44
H -9.34 3.39 -3.67
H -9.83 2.77 -2.06
H -10.53 1.30 -4.86
H -11.03 0.67 -3.25
H -10.01 -0.31 -4.33
C -3.64 5.50 -6.63
C -3.59 5.36 -5.13
C -2.36 5.88 -4.42
O -4.52 4.85 -4.51
H -4.58 5.09 -7.00
H -3.58 6.56 -6.90
H -2.81 4.95 -7.08
H -2.26 6.95 -4.60
H -1.48 5.34 -4.78
H -2.47 5.71 -3.35
C 5.55 -7.74 11.43
C 6.76 -7.72 10.55
C 8.00 -8.41 11.05
O 6.75 -7.15 9.45
H 4.73 -7.19 10.94
H 5.23 -8.77 11.60
H 5.77 -7.24 12.38
H 7.79 -9.47 11.20
H 8.33 -7.95 11.98
H 8.80 -8.32 10.30
C 0.64 -5.83 -4.41
C 0.94 -5.31 -5.79
C 0.04 -5.76 -6.91
O 1.89 -4.55 -6.00
H 1.37 -5.42 -3.70
H -0.36 -5.51 -4.10
H 0.71 -6.92 -4.40
H -0.98 -5.43 -6.71
H 0.09 -6.84 -7.01
H 0.38 -5.30 -7.85
C 7.20 6.67 4.54
C 7.29 5.26 4.02
C 6.05 4.67 3.41
O 8.34 4.62 4.09
H 8.17 6.97 4.96
H 6.94 7.35 3.73
H 6.45 6.72 5.34
H 5.75 5.26 2.54
H 5.25 4.63 4.15
H 6.27 3.65 3.07
C -8.74 4.54 -9.42
C -8.69 4.40 -7.92
C -7.46 4.92 -7.21
O -9.62 3.89 -7.30
H -9.68 4.13 -9.79
H -8.68 5.60 -9.69
H -7.91 3.99 -9.87
H -7.36 5.99 -7.39
H -6.58 4.38 -7.56
H -7.57 4.75 -6.13

As for the SMILES: CCCCCc1c([PH2]=N)c(P(O)O)c2c(c1P(C)C)C(=O)C([C@H](C)F)=C(CCCSC(=S)N(CC)CC)C2=O.CC(C)=O.CC(C)=O.CC(C)=O.CC(C)=O.CC(C)=O.CC(C)=O.CC(C)=O. Its gap between HOMO and LUMO is 6.01 eV. Its energy is -4735.98430 Ha. The HOMO energy comes out at -7.711 eV.

Entry 3:
# C48H88O36

A 16-piece molecular cluster, C48H88O36 overall (wB97M-V/def2-TZVPD, OMol25).

Element x y z (Å)
C 5.62 3.47 -4.69
C 5.28 4.80 -4.13
O 3.96 4.58 -3.65
C 3.40 3.66 -4.38
O 2.20 3.44 -4.34
O 4.29 2.95 -5.09
H 5.95 2.74 -3.93
H 6.32 3.37 -5.51
H 5.28 5.50 -4.97
H 6.01 5.23 -3.41
C -8.06 0.46 0.49
C -6.56 0.59 0.92
O -5.90 -0.26 -0.04
C -6.80 -0.93 -0.78
O -6.44 -1.67 -1.64
O -8.04 -0.67 -0.46
H -8.49 1.28 -0.08
H -8.74 0.25 1.31
H -6.56 0.08 1.89
H -6.06 1.54 1.16
C 1.46 -3.82 -1.27
C 2.83 -4.04 -1.81
O 3.59 -4.34 -0.60
C 2.74 -4.61 0.37
O 3.07 -4.97 1.45
O 1.48 -4.49 -0.01
H 0.63 -4.22 -1.86
H 1.30 -2.77 -1.07
H 3.27 -3.16 -2.29
H 2.96 -4.98 -2.40
C -0.17 -3.64 2.51
C -0.91 -4.88 2.10
O -1.58 -5.30 3.34
C -1.78 -4.23 4.06
O -2.56 -4.14 4.98
O -0.97 -3.23 3.68
H -0.14 -2.81 1.80
H 0.81 -3.92 2.86
H -0.32 -5.73 1.69
H -1.63 -4.73 1.28
C 3.83 -2.24 3.55
C 2.46 -1.89 4.14
O 1.64 -1.58 3.00
C 2.43 -1.63 1.93
O 2.09 -1.35 0.86
O 3.71 -1.95 2.19
H 4.01 -3.31 3.60
H 4.67 -1.67 3.98
H 2.46 -1.05 4.86
H 2.00 -2.72 4.67
C 1.83 -0.04 -5.78
C 3.02 -0.13 -4.85
O 2.63 -1.23 -3.96
C 1.30 -1.27 -3.93
O 0.56 -1.93 -3.18
O 0.77 -0.58 -4.92
H 1.94 -0.66 -6.68
H 1.60 1.00 -5.93
H 3.08 0.82 -4.27
H 3.95 -0.50 -5.27
C -0.37 0.64 0.55
C -0.07 0.17 -0.86
O 1.32 0.64 -1.06
C 1.82 1.17 0.03
O 2.95 1.49 0.21
O 0.87 1.30 0.94
H -0.56 -0.16 1.27
H -1.18 1.35 0.57
H -0.76 0.66 -1.56
H -0.07 -0.89 -1.01
C 1.57 4.27 -0.13
C 2.42 5.33 0.68
O 2.08 6.58 0.05
C 1.10 6.40 -0.83
O 0.65 7.31 -1.45
O 0.70 5.08 -0.91
H 0.96 3.68 0.53
H 2.21 3.66 -0.75
H 3.49 5.20 0.51
H 2.24 5.36 1.74
C -1.71 5.13 -3.05
C -0.72 4.02 -3.52
O -0.83 2.98 -2.43
C -1.98 3.13 -1.81
O -2.48 2.36 -1.00
O -2.57 4.29 -2.14
H -2.37 5.49 -3.83
H -1.26 5.85 -2.39
H 0.28 4.40 -3.46
H -0.92 3.55 -4.50
C 4.55 -1.15 -1.35
C 5.37 -0.14 -0.64
O 6.73 -0.41 -1.15
C 6.58 -1.03 -2.33
O 7.45 -1.21 -3.17
O 5.31 -1.38 -2.57
H 3.58 -0.88 -1.61
H 4.50 -2.05 -0.72
H 5.38 -0.21 0.46
H 5.13 0.92 -0.92
C -2.69 -1.70 -3.47
C -3.37 -0.35 -3.33
C -2.81 0.71 -4.30
O -4.81 -0.42 -3.59
H -1.62 -1.50 -3.48
H -3.02 -2.13 -4.41
H -2.96 -2.46 -2.72
H -3.24 0.01 -2.31
H -1.74 0.83 -4.26
H -3.28 1.70 -4.07
H -3.09 0.45 -5.31
H -5.21 -0.92 -2.87
C 3.97 3.26 3.82
C 4.88 2.54 2.78
C 6.36 2.87 2.83
O 4.70 1.14 2.89
H 4.13 2.92 4.84
H 2.91 3.07 3.57
H 4.06 4.34 3.75
H 4.53 2.84 1.78
H 6.83 2.44 1.96
H 6.85 2.47 3.73
H 6.51 3.91 2.74
H 4.15 0.86 2.13
C -2.69 -6.75 -0.91
C -1.75 -5.78 -1.71
C -2.28 -5.71 -3.12
O -1.62 -4.51 -1.12
H -3.74 -6.50 -1.10
H -2.50 -6.59 0.15
H -2.55 -7.78 -1.25
H -0.74 -6.19 -1.77
H -2.28 -6.73 -3.46
H -1.60 -5.07 -3.73
H -3.34 -5.38 -3.12
H -2.53 -4.22 -0.84
C -3.58 4.61 2.44
C -3.76 3.14 2.51
C -4.80 2.78 3.59
O -4.22 2.59 1.26
H -3.28 4.98 3.45
H -4.51 5.10 2.14
H -2.83 4.91 1.68
H -2.78 2.75 2.85
H -5.07 1.77 3.32
H -5.63 3.45 3.35
H -4.43 2.80 4.59
H -3.66 2.84 0.50
C 0.67 1.40 4.25
C -0.23 1.64 5.46
C -0.15 0.45 6.38
O 0.06 2.95 6.02
H 0.20 0.62 3.64
H 1.70 1.13 4.50
H 0.74 2.28 3.63
H -1.24 1.83 5.11
H -0.68 -0.44 6.01
H -0.69 0.62 7.33
H 0.89 0.18 6.59
H 1.00 2.94 6.11
C -4.57 -4.37 1.79
C -4.48 -3.15 0.90
C -3.50 -2.16 1.49
O -4.18 -3.57 -0.48
H -4.94 -4.04 2.76
H -3.61 -4.82 2.02
H -5.15 -5.16 1.30
H -5.41 -2.58 0.95
H -2.49 -2.56 1.67
H -3.94 -1.91 2.48
H -3.55 -1.26 0.91
H -4.39 -2.82 -1.08

Its gap between HOMO and LUMO is 9.35 eV. Its energy is -4590.49704 Ha. The HOMO energy comes out at -9.439 eV.